(1)
DFT (ωB97M-V with the def2-TZVPD basis set) results for a molecular structure, C36H39As2CuF4N2O8PS2 in a non-equilibrium geometry.

Element x y z (Å)
Cu -0.414521 1.998373 -1.165378
C 2.466985 2.689369 -1.307526
N 1.333255 2.460884 -2.186224
C 1.137316 3.604690 -3.067456
C 1.487535 1.207526 -2.926316
C 0.199393 0.838617 -3.676701
N -0.931584 1.186365 -2.848726
C -2.174326 1.246462 -3.316407
C -3.191925 1.828527 -2.508461
F -2.839214 2.359128 -1.295041
C -4.505570 1.926554 -2.902247
F -5.398388 2.505038 -2.077475
C -4.925212 1.464553 -4.140530
C -3.965018 0.888999 -4.955794
F -4.338931 0.425066 -6.164827
C -2.643969 0.776127 -4.573575
F -1.788718 0.175577 -5.445561
H 3.410402 2.747632 -1.863730
H 2.548425 1.891822 -0.569340
H 2.322973 3.626991 -0.777187
H 2.014800 3.770929 -3.704867
H 0.956079 4.490741 -2.462722
H 0.268642 3.438518 -3.697528
H 1.697734 0.433924 -2.184930
H 2.330327 1.266926 -3.631267
H 0.211089 -0.234349 -3.902598
H 0.172285 1.369253 -4.635393
H -5.948245 1.553990 -4.455565
C -1.813067 -1.576120 3.642594
O -2.355806 -1.353929 2.355535
C -2.055468 -0.212860 1.682436
O -2.885502 0.232893 0.897714
C -0.811630 0.470487 1.864654
C 0.530965 -0.064552 2.033344
As 1.336166 0.656428 3.675941
C 3.176680 -0.041678 3.835292
C 1.633211 2.366711 2.765214
C 0.698726 2.976805 2.010362
As -0.815588 2.195768 1.046063
C -2.356354 3.135511 1.766793
C 0.941823 4.313043 1.472502
O 0.429701 4.713069 0.443243
O 1.738668 5.063380 2.244558
C 2.126963 6.331938 1.739481
C 3.016009 2.892122 2.850383
O 3.728072 2.884183 1.876419
O 3.516780 3.265100 4.037270
C 2.641054 3.430354 5.131063
C 1.259569 -0.599686 1.050952
O 0.798646 -0.934003 -0.202952
O 2.590748 -0.800329 1.200340
C 3.294055 -1.477489 0.181100
H -2.642864 -1.599910 4.352579
H -1.112967 -0.785964 3.938211
H -1.296737 -2.538162 3.651124
H 3.111993 -1.128680 3.805322
H 3.601225 0.247543 4.798700
H 3.825693 0.304373 3.037699
H -2.455566 2.963371 2.842394
H -3.232865 2.749501 1.247071
H -2.252127 4.203271 1.565231
H 3.015124 6.213785 1.115526
H 2.355062 6.950595 2.603577
H 1.319446 6.765876 1.146496
H 3.191260 4.012538 5.867916
H 2.358799 2.462547 5.571044
H 1.742759 3.970830 4.822083
H 4.308038 -1.596546 0.560360
H 3.311673 -0.893119 -0.744998
H 2.860891 -2.461247 -0.024969
S 0.769132 -3.554860 2.123941
P -0.266404 -3.541319 0.473681
S -0.703191 -1.619261 -0.401648
C -1.914307 -4.301478 0.584734
C -1.988697 -5.535541 1.220145
C -3.209302 -6.173002 1.336520
C -4.348417 -5.577367 0.816771
C -4.269956 -4.342002 0.193162
C -3.052611 -3.695044 0.074868
C 0.579145 -4.382418 -0.908640
C 1.814147 -4.975192 -0.697209
C 2.487735 -5.551501 -1.760254
C 1.925077 -5.528950 -3.025037
C 0.683447 -4.945251 -3.228493
C 0.005118 -4.365835 -2.173851
H -1.089498 -5.983648 1.622806
H -3.271398 -7.130397 1.833438
H -5.302143 -6.077577 0.902275
H -5.160598 -3.877305 -0.201164
H -2.989253 -2.724679 -0.398335
H 2.237273 -4.975619 0.298683
H 3.449813 -6.013855 -1.599409
H 2.460387 -5.952032 -3.861445
H 0.243558 -4.933353 -4.213211
H -0.953934 -3.888493 -2.324621

Cartesian forces (eV/Å) of the 3 atoms listed first:
0.0034 -0.0074 0.3504
0.2419 0.0537 0.1152
0.3676 0.0988 0.0209

Frontier orbital gap (alpha / beta) (eV): 6.101 / 4.763
Total charge: 0
Energy relative to the best compared isomer or geometry (same formula, charge and spin) (kcal per mole): 56.8
E_HOMO (alpha / beta) (Eh): -0.23850 / -0.23834
2S+1: 2

=====

(2)
DFT (ωB97M-V with the def2-TZVPD basis set) results for 12 unconnected molecules or ions with the total composition C3H29O12S in a non-equilibrium geometry.

Element x y z (Å)
C -0.260754 1.322251 1.245119
O 0.515073 0.295160 1.658124
C -0.178511 1.841090 -0.205660
C 0.611051 3.146391 -0.584553
S 0.989590 3.476961 -2.343142
H -0.105377 2.290071 1.927606
H -1.317630 0.989109 1.417436
H 0.432303 1.109531 -0.794459
H -1.260000 1.853063 -0.626821
H 1.654421 3.014534 -0.051861
H -0.033287 4.159600 -0.300806
H 1.772077 2.363480 -2.656594
H 1.402031 -0.607759 0.938469
H 1.194071 -2.268624 1.102203
O 1.622079 -1.607316 0.594845
H 2.166445 0.980687 1.217269
H 3.562393 0.889554 1.442944
O 2.923061 0.937510 0.699738
H -0.364676 -0.959528 1.720358
H -1.305588 -1.687083 3.000604
O -1.212062 -1.610671 2.114259
H -2.156479 -3.267218 0.521298
H -0.826478 -2.589407 0.667260
O -1.274967 -3.204665 0.116418
H 0.540522 -0.072511 4.570964
H 1.071835 0.011346 3.168982
O 1.339302 -0.339797 4.045394
H -3.493863 2.652061 -0.808144
H -3.795017 3.146959 0.543042
O -3.426784 3.436154 -0.302498
H -3.802245 -0.419002 -1.050459
H -3.181225 0.096858 0.181156
O -3.954502 0.220535 -0.451661
H -2.702109 -2.791021 -2.475163
H -1.686880 -2.453915 -1.430687
O -1.965727 -2.223567 -2.262114
H 3.746695 -1.636840 0.587020
H 3.515020 -2.996238 1.048906
O 4.311448 -2.425948 0.825037
H -1.416482 -1.745077 -4.059581
H 0.116974 -2.097864 -4.036432
O -0.671401 -1.946711 -4.627469
H 2.174545 -0.376778 -2.587272
H 2.345146 0.496955 -1.348967
O 2.385967 0.597689 -2.350109

Cartesian forces (eV/Å) of the 3 atoms listed first:
-1.5803 3.0806 1.2508
0.8164 -0.5347 -0.1851
-0.3004 -0.5613 -2.3473

Frontier orbital gap (eV): 8.317
Total charge: -1
E_HOMO (Eh): -0.21513

=====

(3)
DFT (ωB97M-V with the def2-TZVPD basis set) results for a single C5H12N2S molecule in a non-equilibrium geometry.

Element x y z (Å)
C -1.774868 0.466980 0.859804
C -0.609927 -0.454810 1.184761
C -1.999488 0.617078 -0.637646
C 0.560463 -0.053947 0.282135
C 1.532208 -1.192534 -0.222427
N 0.240873 2.218548 -1.226843
N 2.749215 -0.792498 -0.941005
S -0.206666 0.709597 -1.304691
H -2.651198 0.127410 1.277361
H -1.479265 1.360431 1.225309
H -0.335729 -0.184874 2.208514
H -0.721885 -1.537303 0.904623
H -2.460584 -0.213958 -1.113132
H -2.444383 1.488999 -0.910224
H 0.969843 0.972373 0.616138
H 1.107136 -1.824701 -0.904785
H 1.664423 -1.627428 0.808323
H 2.769322 0.200744 -1.141443
H 0.842722 2.244013 -2.053201
H 3.555533 -1.003717 -0.375803

Cartesian forces (eV/Å) of the 3 atoms listed first:
0.5700 -2.3551 -2.4895
1.0379 -0.7306 -1.2533
3.6519 -1.7957 0.8805

Frontier orbital gap (eV): 9.024
Total charge: 0
Energy relative to the best compared isomer or geometry (same formula, charge and spin) (kcal per mole): 59.0
E_HOMO (Eh): -0.29806

=====

(4)
DFT (ωB97M-V with the def2-TZVPD basis set) results for a single C5H14N2 molecule in a non-equilibrium geometry.

Element x y z (Å)
C 1.262695 1.226836 -1.653922
C 0.417485 2.038389 -0.646900
C 0.580294 1.476418 0.782711
N 0.764530 0.014146 0.906186
C -0.487740 -0.723284 1.191057
C -0.659541 -2.151515 0.548169
N -1.961988 -2.225167 -0.071674
H 0.736296 0.285924 -1.727537
H 1.182803 1.680290 -2.651294
H 2.319092 1.202135 -1.401984
H -0.645897 2.003520 -0.876955
H 0.629406 3.110370 -0.662347
H -0.276629 1.737373 1.416275
H 1.405900 1.875699 1.381604
H 1.292635 -0.380258 0.136092
H -0.466206 -0.892142 2.275252
H -1.340257 -0.044319 1.067756
H 0.127391 -2.476540 -0.140185
H -0.670386 -2.718569 1.481168
H -2.240748 -3.167088 -0.330189
H -1.969126 -1.872217 -1.023281

Cartesian forces (eV/Å) of the 3 atoms listed first:
-1.2891 1.4193 -0.4473
0.3839 -0.1193 0.6088
0.4593 -0.5370 0.9638

Frontier orbital gap (eV): 9.224
Total charge: 0
SMILES: CCCNCCN
Energy relative to the best compared isomer or geometry (same formula, charge and spin) (kcal per mole): 37.3
E_HOMO (Eh): -0.30182

=====

(5)
DFT (ωB97M-V with the def2-TZVPD basis set) results for a single C3H6N2O molecule in a non-equilibrium geometry.

Element x y z (Å)
H -1.944806 -0.741324 1.087244
N -1.604214 -0.308420 0.095883
C -0.395928 -0.590341 0.073091
N 0.250454 -1.400106 0.989005
C 0.765385 0.247153 -0.470510
C 0.179584 1.523890 -0.838144
O 1.894519 -0.130401 -0.642537
H -0.516323 -2.138019 1.461740
H 1.268544 -1.721006 0.984507
H 0.795699 2.309614 -0.299283
H 0.111020 1.612436 -1.873032
H -0.803934 1.336524 -0.567963

Cartesian forces (eV/Å) of the 3 atoms listed first:
0.1917 0.8231 -3.2116
-2.7773 -0.6261 2.8639
4.7592 -1.8060 2.4021

Frontier orbital gap (eV): 9.838
Total charge: 0
SMILES: [H]/N=C(\N)C(C)=O
Energy relative to the best compared isomer or geometry (same formula, charge and spin) (kcal per mole): 68.8
E_HOMO (Eh): -0.35052

=====

In order of appearance, electronic energy = -9755.7436 -1432.7470 -705.2988 -308.3637 -302.5835 Eh.